The following is a DFT calculation (ωB97M-V/def2-TZVPD) of an isolated ion of composition C5H11IN5O2 and charge +1 at a distorted geometry.

Computed properties:
frontier orbital gap = 8.278 eV
total charge = +1
highest occupied orbital energy = -12.604 eV
DFT total energy = -918.5165 hartree

The geometry in XYZ format:
```
24
Properties=species:S:1:pos:R:3:forces:R:3
C 1.3366 -0.1134 -0.2154 -0.36 2.24 -4.59
C -0.7356 -0.7087 0.8660 0.08 -0.11 -0.88
C -1.0000 0.2862 -1.5276 0.67 -1.39 0.47
C 1.3975 0.0661 2.0399 1.99 2.96 -1.03
C -2.9709 -0.4921 0.0453 -2.46 0.97 1.10
N 2.4913 -0.2595 -0.5449 -0.47 -0.21 1.90
N 0.6281 -0.2324 0.8583 -0.90 -0.55 0.40
N 0.1401 1.0070 -1.4794 3.26 -1.01 1.31
N 3.4861 -0.0723 -1.4935 -0.13 -0.49 -0.26
N -1.6583 0.1003 0.0172 0.98 1.62 0.21
O 3.8123 -1.1285 -1.9420 0.48 -0.41 -0.91
O 3.9503 1.0101 -1.6578 -0.23 0.58 0.11
I 0.4748 2.9087 -0.7176 -0.83 -0.56 -0.25
H -0.8991 -1.7731 0.4886 0.55 1.22 0.82
H -1.0398 -0.5125 1.8695 -0.51 -0.71 0.81
H -1.8343 0.6542 -2.0807 -0.74 0.45 -0.38
H -0.6284 -0.7431 -1.9287 -1.37 1.28 0.97
H 1.8168 1.1506 1.9227 -0.75 -1.80 0.21
H 0.7847 0.0974 2.8657 -1.22 -0.38 2.00
H 2.2646 -0.5577 2.1050 0.22 -0.68 0.41
H -3.4480 -0.3021 1.0977 0.74 -0.76 -2.04
H -3.5683 0.0147 -0.7133 -0.20 0.40 0.29
H -3.0344 -1.5071 -0.3077 0.55 -0.64 0.48
H -1.7659 1.1070 0.4328 0.66 -2.04 -1.15
```
Forces are in eV/Å.

Results of the Mulliken charge analysis, in e, for atoms 1 through 2: number 1, C, carries 0.53; number 2, C, carries -0.59